Record 1
Molecular formula: C29H58MgNO26
Method: DFT, ωB97M-V/def2-TZVPD

Cartesian coordinates (Å):
Mg (-0.6952, -0.4095, 3.3560)
N (0.0872, -0.3431, 0.1960)
O (-0.1648, -1.2601, -0.5938)
O (0.4520, 0.7782, -0.1894)
O (-0.1371, -0.5247, 1.4297)
C (-0.2757, 3.0316, -3.2987)
C (-0.6289, 1.5764, -3.3676)
C (-0.4766, 1.2595, -4.8478)
O (-0.9621, 2.4311, -5.5245)
C (-0.7502, 3.5512, -4.6637)
H (0.8120, 3.1559, -3.2419)
H (-0.6667, 3.5588, -2.4281)
H (-1.6531, 1.4445, -3.0138)
H (0.1062, 0.9703, -2.8361)
H (-1.0507, 0.3573, -5.0709)
H (0.5551, 0.9680, -5.0697)
H (-1.7102, 4.0534, -4.5199)
H (-0.0128, 4.2506, -5.0595)
C (1.4353, 3.8185, 0.5512)
C (2.0538, 2.6803, 1.3140)
C (1.7704, 3.0843, 2.7832)
O (1.2674, 4.4213, 2.7767)
C (1.5562, 4.9939, 1.4867)
H (0.3469, 3.7476, 0.4355)
H (1.8027, 3.9168, -0.4715)
H (3.1464, 2.6863, 1.3149)
H (1.6774, 1.7386, 0.9200)
H (2.6737, 3.1155, 3.4020)
H (1.1047, 2.3807, 3.2965)
H (2.5816, 5.3808, 1.5687)
H (0.9788, 5.8585, 1.1633)
C (3.3464, -0.3787, 2.3525)
O (3.3591, 0.3142, 3.5936)
C (2.2549, 0.6692, 4.1577)
O (1.1504, 0.4423, 3.6914)
O (2.5152, 1.3160, 5.2641)
C (1.5108, 2.0320, 5.9217)
H (2.8229, -1.3381, 2.4373)
H (4.3669, -0.5909, 2.0627)
H (2.7495, 0.1305, 1.5947)
H (1.1445, 1.5622, 6.8424)
H (0.5737, 2.1809, 5.3794)
H (1.8182, 3.0119, 6.2825)
C (2.5355, 0.5223, -1.3935)
O (3.4958, -0.1272, -2.2024)
C (4.4539, -0.8509, -1.6521)
O (4.6190, -1.0401, -0.4739)
O (5.3176, -1.1570, -2.5972)
C (6.5615, -1.7518, -2.2575)
H (2.7705, 1.5716, -1.2240)
H (2.4622, -0.0354, -0.4590)
H (1.5575, 0.4695, -1.8687)
H (6.9420, -2.3955, -3.0431)
H (6.4908, -2.3493, -1.3479)
H (7.2476, -0.9305, -2.0506)
C (1.7704, -3.3875, -7.8267)
O (1.4994, -2.3643, -6.8889)
C (1.7983, -2.6245, -5.6195)
O (2.5988, -3.4407, -5.2513)
O (1.1720, -1.7458, -4.8549)
C (1.3862, -1.8915, -3.4575)
H (0.8947, -3.9872, -8.0796)
H (2.5237, -4.1106, -7.5154)
H (2.1492, -2.9224, -8.7346)
H (0.8238, -2.7347, -3.0623)
H (1.1478, -0.9652, -2.9426)
H (2.4345, -2.0553, -3.1999)
C (-3.0691, 2.3017, 5.2134)
O (-2.8752, 3.0371, 3.9927)
C (-2.0892, 2.5408, 3.0515)
O (-1.6333, 1.4101, 3.0145)
O (-2.1384, 3.3702, 2.0311)
C (-1.3378, 3.0864, 0.9104)
H (-3.8275, 2.8435, 5.7672)
H (-2.1556, 2.1795, 5.7886)
H (-3.5067, 1.3388, 4.9459)
H (-0.3286, 2.7512, 1.1802)
H (-1.1450, 3.9893, 0.3356)
H (-1.6426, 2.2711, 0.2497)
C (-2.4114, -2.3850, -2.3969)
O (-3.2963, -2.5265, -3.4817)
C (-3.9965, -1.4675, -3.8627)
O (-4.2621, -0.5192, -3.1721)
O (-4.3061, -1.6399, -5.1391)
C (-4.9026, -0.4856, -5.7758)
H (-1.5685, -1.8132, -2.7804)
H (-2.0397, -3.3065, -1.9437)
H (-2.8752, -1.9680, -1.4979)
H (-4.1175, 0.0101, -6.3483)
H (-5.3618, 0.2519, -5.1283)
H (-5.5734, -0.9078, -6.5186)
C (-3.8677, -0.2658, 0.6608)
O (-4.1970, -1.4525, 1.3879)
C (-3.5398, -1.7164, 2.4850)
O (-2.4549, -1.2430, 2.7885)
O (-4.1814, -2.6202, 3.1656)
C (-3.9032, -2.8063, 4.5454)
H (-4.5485, -0.2183, -0.1846)
H (-2.8469, -0.3076, 0.2779)
H (-3.9829, 0.6593, 1.2275)
H (-4.5736, -3.4249, 5.1347)
H (-3.8193, -1.8126, 4.9880)
H (-2.9450, -3.3170, 4.6904)
C (-0.2710, -3.2724, 6.2493)
O (-0.4137, -4.0361, 5.0698)
C (-0.2182, -3.4255, 3.9183)
O (0.0506, -2.2455, 3.7938)
O (-0.4041, -4.2882, 2.9470)
C (-0.1321, -3.8371, 1.6291)
H (-0.2802, -3.9341, 7.1118)
H (-1.1262, -2.6175, 6.4541)
H (0.6286, -2.6597, 6.2328)
H (-0.1110, -4.7141, 0.9827)
H (0.8783, -3.4531, 1.4505)
H (-0.7694, -3.0738, 1.1844)

## Properties
charge	+1
LUMO	-3.0377	eV
Kohn-Sham gap	7.9239	eV

Results of the Mulliken charge analysis, in e, for atoms 1 through 8: number 1, Mg, carries 1.5817; number 2, N, carries 0.3408; number 3, O, carries -0.2793; number 4, O, carries -0.5396; number 5, O, carries -0.4415; number 6, C, carries -0.3390; number 7, C, carries 1.0182; number 8, C, carries -0.5278



Record 2
Molecular formula: C4H12NOP
Method: DFT, ωB97M-V/def2-TZVPD

Cartesian coordinates (Å):
H (-0.2088, 0.9091, -2.2175)
N (-0.8263, 0.5548, -1.5652)
P (-0.1009, 0.0317, -0.2728)
C (-1.2689, -0.0480, 0.9847)
C (-2.6291, -0.0026, 0.4443)
C (1.4881, 0.7496, 0.3057)
C (1.5918, 2.2336, -0.0841)
H (-1.1981, -0.6898, 1.9089)
H (-2.9952, 0.9658, 0.9120)
H (-2.6513, 0.1555, -0.5694)
H (-3.3215, -0.9132, 0.6293)
H (1.3848, 0.5924, 1.3598)
H (2.2840, 0.3353, -0.1512)
H (1.8327, 2.0978, -1.1058)
H (0.6472, 2.6748, 0.0228)
H (2.4277, 2.6994, 0.3948)
O (1.3089, -2.9806, -1.6757)
H (1.4595, -1.8754, -1.7039)
H (0.4309, -2.8519, -2.1004)

## Properties
SMILES	[H]/N=P(=C/C)\CC.O
LUMO	-0.4070	eV
Kohn-Sham gap	7.4662	eV

Results of the Mulliken charge analysis, in e, for atoms 1 through 8: number 1, H, carries 0.2284; number 2, N, carries -0.6877; number 3, P, carries 0.4162; number 4, C, carries -0.2498; number 5, C, carries -1.0375; number 6, C, carries -0.5731; number 7, C, carries -1.1324; number 8, H, carries 0.3041



Record 3
Molecular formula: C4H3NiO4
Method: DFT, ωB97M-V/def2-TZVPD

Cartesian coordinates (Å):
C (-0.1614, 0.4542, -0.8376)
C (-0.4341, -0.0725, 0.3317)
H (-1.2648, -0.7594, 0.5198)
O (-0.2635, 1.2688, -2.8549)
C (0.5314, 0.6583, -2.0097)
O (1.3496, -0.2415, -2.5584)
H (-1.1738, 1.2689, -2.1185)
O (0.4131, 0.0578, 1.4142)
C (-0.0216, -0.3999, 2.5869)
O (0.6666, -0.0634, 3.5819)
Ni (-0.8901, -1.0625, 4.0920)
H (1.2488, -1.1088, -2.1475)

## Properties
charge	+1
spin multiplicity	3
LUMO (spin up / spin down)	-5.9222 / -7.7395	eV
Kohn-Sham gap (spin up / spin down)	6.1094 / 4.4406	eV

Results of the Mulliken charge analysis, in e, for atoms 1 through 8: number 1, C, carries -0.7900; number 2, C, carries 0.5067; number 3, H, carries 0.4170; number 4, O, carries -0.3637; number 5, C, carries 0.8056; number 6, O, carries -0.3883; number 7, H, carries 0.5260; number 8, O, carries -0.2132



Record 4
Molecular formula: C5H3NO4
Method: DFT, ωB97M-V/def2-TZVPD

Cartesian coordinates (Å):
O (-2.9821, -1.6367, -0.0150)
C (-2.5941, -0.4072, 0.0554)
C (-1.0701, -0.0562, 0.1184)
C (-0.4708, 1.1261, -0.0431)
C (0.9304, 0.9644, -0.0707)
C (1.0083, -0.4346, 0.1726)
N (2.2129, -0.8833, -0.0470)
O (2.5530, -2.1636, -0.1613)
O (3.0680, 0.0943, 0.2687)
O (-0.2515, -1.0792, 0.3600)
H (-3.1509, 0.5115, -0.1887)
H (-0.9745, 2.1567, 0.0396)
H (1.7215, 1.8079, -0.4889)

## Properties
SMILES	O=Cc1ccc([N+](=O)[O-])o1
LUMO	-2.3085	eV
Kohn-Sham gap	7.7134	eV

Results of the Mulliken charge analysis, in e, for atoms 1 through 8: number 1, O, carries -0.4681; number 2, C, carries -0.0401; number 3, C, carries 0.5429; number 4, C, carries -0.4465; number 5, C, carries -0.0165; number 6, C, carries 0.0371; number 7, N, carries 0.7097; number 8, O, carries -0.4883



Record 5
Molecular formula: C8H14N2O2
Method: DFT, ωB97M-V/def2-TZVPD

Cartesian coordinates (Å):
C (4.3086, 1.2178, 0.2165)
C (2.9856, 0.4589, 0.4385)
N (2.7839, -0.5791, 1.2232)
O (1.4462, -0.9776, 0.9101)
C (1.0341, -0.1393, 0.0839)
C (-0.7033, -0.3806, -0.6214)
C (-0.5963, -1.9533, -0.6536)
O (-0.8565, 0.3929, -1.6584)
C (-1.7639, -0.0494, 0.4765)
C (-3.1095, -0.4510, -0.0217)
C (-1.7813, 1.4765, 0.7393)
N (1.9051, 0.7616, -0.2851)
H (4.7552, 0.4939, -0.4178)
H (4.1052, 2.1064, -0.2939)
H (4.8475, 1.2980, 1.1732)
H (-1.4473, -2.4778, -1.0489)
H (-0.3921, -2.2614, 0.4111)
H (0.3369, -2.0463, -1.3650)
H (-0.6001, 0.0381, -2.5064)
H (-1.3137, -0.6419, 1.3421)
H (-3.3637, 0.1919, -0.8880)
H (-3.7853, -0.3261, 0.8006)
H (-3.2475, -1.4482, -0.3205)
H (-0.8662, 1.8358, 0.7935)
H (-2.3714, 1.6187, 1.6484)
H (-2.3101, 1.8415, -0.1764)

## Properties
SMILES	Cc1noc([C@](C)(O)C(C)C)n1
LUMO	0.6595	eV
Kohn-Sham gap	10.6148	eV

Results of the Mulliken charge analysis, in e, for atoms 1 through 8: number 1, C, carries -1.0452; number 2, C, carries 0.7462; number 3, N, carries -0.5333; number 4, O, carries -0.1031; number 5, C, carries 0.2963; number 6, C, carries 0.3523; number 7, C, carries -1.3081; number 8, O, carries -0.4776



Record 6
Molecular formula: C4H9NOS
Method: DFT, ωB97M-V/def2-TZVPD

Cartesian coordinates (Å):
O (-1.5132, 1.9938, -0.9931)
C (-0.6875, 1.9988, -0.1286)
N (0.6622, 1.7549, -0.5527)
C (1.2721, 0.4775, 0.1049)
C (0.6081, -0.8389, -0.2257)
C (-0.6533, -1.1108, 0.6168)
S (-2.1321, -2.0605, 0.0372)
H (-0.7928, 2.3939, 0.8919)
H (1.0499, 1.7798, -1.5404)
H (2.3712, 0.3864, -0.1257)
H (1.3221, 0.8106, 1.1598)
H (0.2010, -0.8079, -1.2439)
H (1.3856, -1.6841, -0.1524)
H (-0.2144, -1.6097, 1.5877)
H (-1.1409, -0.1275, 0.8690)
H (-1.7380, -3.3563, -0.3048)

## Properties
SMILES	O=CNCCCS
LUMO	0.8613	eV
Kohn-Sham gap	9.9943	eV

Results of the Mulliken charge analysis, in e, for atoms 1 through 8: number 1, O, carries -0.4888; number 2, C, carries -0.0231; number 3, N, carries -0.2351; number 4, C, carries -0.9684; number 5, C, carries -0.1298; number 6, C, carries -0.4994; number 7, S, carries -0.2362; number 8, H, carries 0.4166



Record 7
Molecular formula: C15H12N5O4ReSSbSe4
Method: DFT, ωB97M-V/def2-TZVPD

Cartesian coordinates (Å):
Re (-0.1672, -0.3036, -0.8877)
C (-1.7419, -1.3073, 3.1304)
C (-0.9638, -0.8574, 1.9441)
N (-1.3234, -1.0538, 0.7253)
N (-2.4768, -1.7388, 0.4807)
C (-2.8033, -1.8315, -0.7802)
N (-3.9231, -2.5238, -1.0707)
S (-1.9703, -1.1359, -2.1512)
C (0.3002, -0.1267, 2.1049)
C (0.7786, 0.2535, 3.3487)
C (1.9432, 0.9983, 3.4286)
C (2.6111, 1.3351, 2.2650)
C (2.0959, 0.8949, 1.0599)
N (0.9736, 0.1812, 0.9782)
H (-2.5911, -1.9010, 2.8124)
H (-2.1044, -0.4387, 3.6859)
H (-1.1146, -1.9070, 3.7883)
H (-4.3591, -3.0575, -0.3385)
H (-4.1381, -2.7418, -2.0264)
H (0.2366, -0.0209, 4.2412)
H (2.3209, 1.3137, 4.3916)
H (3.5175, 1.9222, 2.2796)
H (2.6057, 1.0896, 0.1254)
O (1.8416, -0.2907, -4.6222)
C (1.2977, -0.0265, -3.5761)
O (1.0303, -0.8379, -2.5961)
C (0.8328, 1.3662, -3.2704)
C (1.0223, 2.4959, -4.0467)
C (0.5186, 3.7047, -3.5938)
C (-0.1816, 3.7462, -2.3908)
C (-0.3450, 2.5706, -1.6919)
N (0.1770, 1.4242, -2.1201)
C (-1.1127, 2.4440, -0.4067)
O (-1.4529, 3.4077, 0.2259)
O (-1.3073, 1.1873, -0.0607)
H (1.5595, 2.3862, -4.9783)
H (0.6571, 4.6072, -4.1735)
H (-0.6055, 4.6541, -1.9860)
Se (1.7375, -6.2224, 0.1263)
Sb (1.9013, -4.1662, 1.2309)
Se (3.7660, -2.8217, 1.7286)
Se (0.2872, -4.2147, 3.1651)
Se (0.6697, -2.4568, -0.4987)

## Properties
spin multiplicity	2
LUMO (spin up / spin down)	-2.4954 / -2.5405	eV
Kohn-Sham gap (spin up / spin down)	5.5920 / 5.5342	eV

Results of the Mulliken charge analysis, in e, for atoms 1 through 8: number 1, Re, carries 0.8361; number 2, C, carries -1.7376; number 3, C, carries 1.5237; number 4, N, carries 1.1747; number 5, N, carries -1.7339; number 6, C, carries 0.6213; number 7, N, carries -0.4128; number 8, S, carries -0.5017



Record 8
Molecular formula: C4H6O2
Method: DFT, ωB97M-V/def2-TZVPD

Cartesian coordinates (Å):
C (-1.5271, -0.8411, 0.3531)
C (0.7321, -0.0183, -0.6998)
C (-0.1244, 1.0822, -0.2807)
O (-0.3348, -0.0736, 0.6051)
C (2.0846, -0.0782, -0.1864)
O (2.9950, 0.5754, -0.6735)
H (-1.7166, -1.4115, 1.2626)
H (-2.3592, -0.1616, 0.1538)
H (-1.3465, -1.4977, -0.4980)
H (0.2482, 1.9296, 0.2999)
H (-1.0196, 1.3202, -0.8596)
H (2.2709, -0.8492, 0.5935)

## Properties
LUMO	0.6523	eV
Kohn-Sham gap	9.2131	eV

Results of the Mulliken charge analysis, in e, for atoms 1 through 8: number 1, C, carries -0.6285; number 2, C, carries -0.2849; number 3, C, carries -0.2463; number 4, O, carries -0.1052; number 5, C, carries 0.1084; number 6, O, carries -0.5113; number 7, H, carries 0.2362; number 8, H, carries 0.3042